(1)
Computed, not measured: a structure of composition C23H20BN8O2Ru in a non-equilibrium geometry, with ωB97M-V/def2-TZVPD.

Each line ends with the natural charge from an NBO analysis.
Geometry (Å):
Ru (0.038, -0.527, -0.939)  1.43
O (-0.284, -0.191, -2.948)  -0.69
O (2.258, -0.164, 0.020)  -0.60
N (-1.133, -2.161, -1.236)  -0.29
N (-1.417, 0.079, 0.663)  -0.35
N (-0.190, -2.563, 1.480)  -0.32
N (0.738, -2.183, 0.593)  -0.34
N (0.587, 1.504, -0.948)  -0.27
N (-2.008, -0.872, 1.395)  -0.30
N (-1.871, -2.726, -0.278)  -0.29
N (1.445, 1.941, -0.065)  -0.27
C (1.919, -2.617, 1.019)  0.00
C (0.399, -3.216, 2.490)  0.02
C (4.233, 1.022, 3.631)  -0.20
C (4.706, 2.327, 3.641)  -0.17
C (-0.901, 2.113, -2.762)  -0.21
C (-1.628, 3.163, -3.356)  -0.13
C (3.113, 1.459, 1.556)  -0.09
C (-2.778, 1.613, -4.784)  -0.10
C (2.246, 1.001, 0.461)  0.60
C (-2.339, -3.772, -2.168)  -0.33
C (-1.395, -2.778, -2.388)  0.00
C (3.456, 0.576, 2.579)  -0.19
C (1.757, -3.273, 2.238)  -0.35
C (-2.834, -0.303, 2.279)  0.03
C (-2.034, 0.573, -4.299)  -0.31
C (-1.877, 1.262, 1.073)  -0.01
C (-2.786, 1.069, 2.104)  -0.33
C (-2.559, 2.924, -4.333)  -0.23
C (-1.051, 0.773, -3.290)  0.51
C (3.554, 2.783, 1.588)  -0.18
C (0.026, 2.390, -1.732)  0.15
C (4.361, 3.208, 2.626)  -0.21
C (-2.609, -3.706, -0.811)  0.04
B (-1.683, -2.368, 1.208)  0.53
H (-1.458, 4.168, -3.002)  0.23
H (-3.536, 1.427, -5.530)  0.23
H (0.328, 3.425, -1.580)  0.23
H (4.471, 0.350, 4.443)  0.22
H (5.352, 2.658, 4.440)  0.23
H (-3.266, -4.300, -0.210)  0.24
H (-0.173, -3.586, 3.316)  0.23
H (-2.352, -3.043, 1.902)  -0.01
H (-0.893, -2.503, -3.299)  0.24
H (-1.556, 2.179, 0.617)  0.22
H (-3.328, 1.816, 2.641)  0.25
H (-3.134, 3.730, -4.758)  0.24
H (-2.769, -4.439, -2.885)  0.25
H (4.721, 4.225, 2.644)  0.23
H (-2.172, -0.432, -4.670)  0.23
H (2.518, -3.711, 2.847)  0.24
H (3.094, -0.441, 2.553)  0.23
H (2.813, -2.451, 0.452)  0.24
H (3.277, 3.453, 0.791)  0.23
H (-3.398, -0.885, 2.979)  0.24

The spin multiplicity is 5. The largest force on an atom is 2.09 eV/Å. Its net charge is +1. The highest occupied orbital energy (spin up / spin down) comes out at -11.3 / -11.6 eV. As for the expectation value of S²: 6.05. Its gap between HOMO and LUMO (spin up / spin down) is 7.63 / 5.78 eV.

(2)
Computed, not measured: the molecule C4H6N2, with ωB97M-V/def2-TZVPD.

Each line ends with the natural charge from an NBO analysis.
Geometry (Å):
N (-1.616, -1.823, -1.523)  -0.66
N (-0.005, -0.285, -1.164)  -0.49
C (-1.005, -0.794, -1.953)  0.25
C (0.094, -0.173, 0.043)  0.53
C (0.417, 0.035, 1.290)  -0.44
C (1.146, 1.330, 1.565)  -0.61
H (1.405, 1.404, 2.623)  0.22
H (0.548, 2.202, 1.275)  0.22
H (-1.089, -0.325, -2.936)  0.17
H (-2.208, -2.204, -2.249)  0.34
H (0.232, -0.724, 2.042)  0.26
H (2.081, 1.357, 0.986)  0.21

The largest force on an atom is 0.66 eV/Å. The structure (SMILES) is [H]/N=C/N=C=CC. The highest occupied orbital energy comes out at -8.3 eV. The calculation puts the energy above the lowest of the compared OMol25 structures with the same formula, charge and spin at 2.472 eV. Its gap between HOMO and LUMO is 9.25 eV.

(3)
Computed, not measured: a structure of composition C19H21N5O2Sn in a non-equilibrium geometry, with ωB97M-V/def2-TZVPD.

Each line ends with the natural charge from an NBO analysis.
Geometry (Å):
Sn (-0.059, 0.010, -1.193)  1.60
O (0.606, -2.393, 1.562)  -0.34
O (2.070, 0.595, 1.790)  -0.35
N (-2.553, -1.197, 2.659)  -0.58
N (2.596, -1.544, -1.186)  -0.60
N (-2.637, -1.724, -0.575)  -0.56
N (0.219, 3.049, -0.558)  -0.57
N (-1.211, 0.637, 2.243)  -0.50
C (-1.020, -1.034, -3.111)  -0.21
C (-1.653, 0.213, -2.951)  -0.24
C (-0.889, 1.397, -2.941)  -0.15
C (-0.884, 1.898, 2.536)  0.12
C (-1.463, 2.643, 3.570)  -0.09
C (0.384, -1.099, -3.234)  -0.23
C (1.150, 0.088, -3.214)  -0.21
C (4.698, -3.058, -0.952)  -0.77
C (-3.743, -2.060, -0.462)  0.48
C (-5.099, -2.519, -0.266)  -0.77
C (3.528, -2.229, -1.110)  0.52
C (0.300, 5.623, -0.179)  -0.76
C (-2.207, 0.084, 2.975)  0.41
C (0.224, -1.794, 0.668)  0.57
C (0.509, 1.338, -3.084)  -0.24
C (0.259, 4.196, -0.404)  0.49
C (1.511, 0.671, 0.790)  0.58
C (-2.865, 0.765, 4.041)  -0.10
C (-2.476, 2.065, 4.337)  -0.15
H (5.048, -2.991, 0.087)  0.31
H (0.878, 6.111, -0.972)  0.31
H (0.771, 5.834, 0.789)  0.30
H (-1.609, -1.953, -3.126)  0.33
H (-2.299, -1.544, 1.733)  0.43
H (-5.725, -1.695, 0.099)  0.30
H (0.881, -2.064, -3.361)  0.33
H (-5.108, -3.335, 0.468)  0.30
H (-2.736, 0.254, -2.833)  0.32
H (-3.383, -1.592, 3.098)  0.44
H (-2.953, 2.605, 5.151)  0.29
H (1.105, 2.251, -3.069)  0.33
H (-1.378, 2.361, -2.810)  0.31
H (4.454, -4.103, -1.182)  0.31
H (5.496, -2.720, -1.627)  0.31
H (-1.122, 3.656, 3.748)  0.27
H (-0.139, 2.370, 1.898)  0.22
H (-3.659, 0.226, 4.560)  0.27
H (-5.512, -2.887, -1.212)  0.32
H (2.236, 0.033, -3.311)  0.33
H (-0.718, 6.031, -0.181)  0.30

The largest force on an atom is 4.13 eV/Å. Its net charge is +4. The highest occupied orbital energy (spin up / spin down) comes out at -22.4 / -21.4 eV. Its gap between HOMO and LUMO (spin up / spin down) is 7.75 / 4.51 eV.

(4)
Computed, not measured: a cluster of 2 separate species, C2H4N2O2 in total, with ωB97M-V/def2-TZVPD.

Each line ends with the natural charge from an NBO analysis.
Geometry (Å):
O (1.039, -1.759, 1.333)  -0.45
O (-0.945, 1.421, -0.476)  -0.70
N (1.486, 0.254, 0.127)  -0.86
N (-1.262, -0.913, -0.562)  -0.71
C (1.279, -0.769, 0.776)  0.90
C (-1.580, 0.264, -0.211)  0.41
H (-2.468, 0.428, 0.398)  0.15
H (-0.009, 1.198, -0.649)  0.50
H (2.283, 0.828, 0.360)  0.43
H (-0.440, -0.905, -1.170)  0.33

The largest force on an atom is 0.88 eV/Å. The structure (SMILES) is [H]/N=C\O.N=C=O. The highest occupied orbital energy comes out at -10.4 eV. The calculation puts the energy above the lowest of the compared OMol25 structures with the same formula, charge and spin at 1.617 eV. Its gap between HOMO and LUMO is 10.90 eV.

(5)
Computed, not measured: a cluster of 6 separate species, C29H52O16 in total in a non-equilibrium geometry, with ωB97M-V/def2-TZVPD.

Each line ends with the Löwdin charge.
Geometry (Å):
O (3.132, -0.867, 1.221)  -0.14
O (2.950, -3.101, -3.331)  0.01
O (-7.823, 6.430, -1.184)  0.10
O (2.529, -1.336, 3.941)  0.18
O (-7.191, 7.651, 0.523)  0.00
O (-5.600, 1.730, -1.280)  -0.02
O (-4.231, 0.217, 3.046)  -0.05
O (0.399, -2.111, 4.198)  0.14
O (2.308, 2.652, 2.366)  0.09
O (3.650, 0.373, 0.772)  -0.03
O (2.886, 3.685, 4.205)  0.01
O (-3.882, 2.740, -2.193)  0.11
O (-1.831, -1.969, 4.022)  0.15
O (7.890, -7.147, -4.729)  0.00
O (1.066, -3.116, -2.204)  0.09
O (5.998, -7.181, -3.629)  0.09
C (7.120, -7.596, -3.721)  -0.51
C (-3.695, 0.656, 1.822)  -0.27
C (-7.307, 8.056, 1.889)  -0.24
C (9.286, -7.436, -4.840)  -0.24
C (-7.864, 6.610, 0.002)  -0.53
C (-6.388, 7.261, 2.794)  -0.06
C (-5.855, 4.055, -2.065)  0.01
C (2.189, -3.533, -2.319)  -0.54
C (-5.024, 2.816, -1.839)  -0.52
C (4.597, -4.749, -4.082)  -0.07
C (-8.586, 5.654, 0.923)  0.02
C (7.655, -8.655, -2.787)  0.02
C (-8.004, 1.582, -1.666)  -0.06
C (1.445, -1.552, 3.464)  -0.34
C (3.785, 5.866, 4.828)  -0.06
C (4.305, 3.925, 2.203)  0.02
C (0.913, -1.324, 2.090)  -0.03
C (-2.801, -1.639, 1.162)  -0.16
C (3.110, 3.354, 2.927)  -0.52
C (9.535, -8.773, -5.506)  -0.06
C (-0.760, -1.894, 3.473)  -0.35
C (-3.623, -0.405, 0.739)  -0.18
C (-0.405, -1.537, 2.070)  -0.05
C (1.735, -0.926, 0.917)  -0.10
C (3.844, 4.365, 5.021)  -0.23
C (-6.885, 1.749, -0.659)  -0.24
C (2.727, -4.592, -1.385)  0.02
C (-1.302, -1.444, 0.878)  -0.09
C (4.349, -3.399, -3.441)  -0.22
H (9.061, -8.798, -6.487)  0.08
H (-6.237, 4.045, -3.085)  0.10
H (4.122, -4.788, -5.064)  0.09
H (9.695, -6.638, -5.456)  0.12
H (7.239, -8.476, -1.799)  0.09
H (4.835, -3.309, -2.469)  0.11
H (4.032, 6.153, 3.805)  0.07
H (-7.007, 2.650, -0.054)  0.10
H (-7.933, 4.806, 1.130)  0.08
H (8.737, -8.657, -2.686)  0.07
H (-8.347, 8.015, 2.216)  0.11
H (-6.637, 6.199, 2.792)  0.07
H (-6.685, 4.169, -1.374)  0.04
H (3.810, -4.601, -1.296)  0.07
H (2.385, -5.568, -1.727)  0.10
H (7.324, -9.631, -3.139)  0.10
H (2.326, -4.403, -0.391)  0.08
H (-5.356, 7.351, 2.455)  0.08
H (5.660, -4.922, -4.203)  0.07
H (-3.177, -2.456, 0.558)  0.11
H (-6.452, 7.626, 3.819)  0.08
H (-9.477, 5.299, 0.410)  0.09
H (-6.882, 0.905, 0.030)  0.12
H (-8.909, 6.095, 1.862)  0.07
H (-4.600, -0.755, 0.414)  0.11
H (2.780, 6.233, 5.033)  0.08
H (9.120, -9.598, -4.925)  0.07
H (9.773, -7.362, -3.866)  0.11
H (-0.978, -2.213, 0.180)  0.13
H (3.990, 4.812, 1.656)  0.10
H (-4.366, 1.435, 1.467)  0.10
H (-3.140, 0.046, -0.125)  0.11
H (4.844, 3.964, 4.854)  0.11
H (4.483, 6.364, 5.501)  0.08
H (3.392, 1.004, 1.460)  0.06
H (4.758, -2.610, -4.069)  0.12
H (10.604, -8.944, -5.630)  0.08
H (-3.726, -0.528, 3.382)  0.05
H (-1.102, -0.487, 0.402)  0.13
H (-2.712, 1.129, 1.919)  0.12
H (4.184, -5.559, -3.491)  0.06
H (-8.969, 1.543, -1.161)  0.08
H (4.663, 3.182, 1.493)  0.09
H (-8.025, 2.401, -2.385)  0.07
H (-5.216, 4.924, -1.937)  0.10
H (1.460, 0.075, 0.592)  0.14
H (5.140, 4.177, 2.851)  0.07
H (-3.004, -1.894, 2.192)  0.08
H (1.625, -1.607, 0.071)  0.13
H (3.573, 4.116, 6.045)  0.12
H (-7.866, 0.659, -2.230)  0.08
H (-7.015, 9.104, 1.901)  0.12

The largest force on an atom is 1.68 eV/Å. The structure (SMILES) is O=C1OC(=O)C(COO)=C1CCCCO.CCOC(C)=O.CCOC(C)=O.CCOC(C)=O.CCOC(C)=O.CCOC(C)=O. The highest occupied orbital energy comes out at -9.7 eV. The calculation puts the energy above the lowest of the compared OMol25 structures with the same formula, charge and spin at 0.204 eV. Its gap between HOMO and LUMO is 9.39 eV.

(6)
Computed, not measured: the molecule C5H11N3O3 in a non-equilibrium geometry, with ωB97M-V/def2-TZVPD.

Each line ends with the natural charge from an NBO analysis.
Geometry (Å):
O (2.454, -0.501, -1.508)  -0.61
O (-0.014, -1.426, 0.781)  -0.39
O (-1.996, -3.069, -0.104)  -0.41
N (1.166, -0.492, -0.905)  -0.25
N (-2.176, -1.864, -0.148)  0.24
N (-1.360, -0.992, 0.139)  0.08
C (1.083, -1.317, 0.119)  0.53
C (-1.793, 0.446, 0.177)  -0.05
C (-0.842, 1.285, 1.060)  -0.61
C (-1.503, 0.863, -1.257)  -0.64
C (2.106, -2.287, 0.624)  -0.68
H (0.218, 1.308, 0.757)  0.24
H (1.747, -3.230, 0.483)  0.24
H (-2.782, 0.335, 0.375)  0.23
H (-1.285, 2.244, 0.982)  0.22
H (2.332, -2.267, 1.733)  0.23
H (-2.324, 0.822, -2.000)  0.21
H (-0.896, 0.160, -1.743)  0.26
H (-0.967, 0.851, 2.019)  0.22
H (2.724, 0.345, -1.856)  0.48
H (3.036, -2.124, 0.185)  0.24
H (-1.038, 1.755, -1.483)  0.21

The largest force on an atom is 6.01 eV/Å. The structure (SMILES) is C/C(=N\O)ON(N=O)C(C)C. The highest occupied orbital energy comes out at -9.2 eV. The calculation puts the energy above the lowest of the compared OMol25 structures with the same formula, charge and spin at 6.954 eV. Its gap between HOMO and LUMO is 9.80 eV.

Number 1: energy -43443.500 eV. Number 2: energy -7223.119 eV. Number 3: energy -37373.464 eV. Number 4: energy -9213.605 eV. Number 5: energy -63673.192 eV. Number 6: energy -15968.900 eV.